{
  "formula": "C5H9N2P",
  "method": "ωB97M-V with the def2-TZVPD basis set",
  "symbols": ["C", "C", "C", "C", "C", "N", "N", "P", "H", "H", "H", "H", "H", "H", "H", "H", "H"],
  "coordinates": [[-0.74671, 1.69928, 1.57625], [0.48974, 2.32411, 1.32617], [-1.03323, 0.83146, 0.53954], [0.89198, 1.86071, 0.05769], [-0.15384, -2.62603, -0.31868], [-0.03427, 0.94062, -0.34123], [-0.13719, -0.24656, -1.68547], [0.48768, -1.76247, -1.76940], [-1.34420, 1.64783, 2.44284], [0.90645, 3.06829, 1.91545], [-1.88748, 0.12952, 0.19207], [1.73313, 2.05214, -0.54772], [-1.21373, -2.68435, -0.21485], [0.00620, -2.10531, 0.70273], [0.22997, -3.58353, -0.09389], [0.07647, 0.25037, -2.56104], [1.72903, -1.79608, -1.22047]],
  "mulliken_charge": [-0.642, -0.604, -0.115, -0.495, -1.057, 0.136, -0.333, 0.118, 0.422, 0.457, 0.323, 0.428, 0.368, 0.313, 0.393, 0.276, 0.010],
  "e_homo_ha": -0.299,
  "e_tot_ev": -17596.258,
  "relative_energy_kcal_mol": 65.1
}